Record 1
Here is a structure of composition C26H23N6OReS from OMol25. Energies are from ωB97M-V/def2-TZVPD.

```
58
Properties=species:S:1:pos:R:3:forces:R:3
Re -0.012 -0.358 0.062 0.85 -0.01 -0.25
N 4.234 -0.323 -1.078 -0.06 0.00 0.03
C 3.015 -0.189 -0.517 0.18 0.01 -0.11
S 1.730 -1.180 -1.219 -0.22 -0.05 0.47
N 2.856 0.604 0.483 -0.21 -0.03 0.00
N 1.542 0.668 0.965 0.01 -0.12 0.07
C 1.444 1.521 1.953 0.02 -0.01 0.04
C 0.292 1.873 2.688 0.14 0.06 0.07
C 0.461 2.795 3.752 -0.01 -0.02 -0.01
C -0.596 3.177 4.527 -0.03 -0.03 -0.03
C -1.867 2.637 4.254 0.00 0.02 0.02
C -2.066 1.746 3.230 -0.02 0.04 0.04
C -0.992 1.346 2.418 -0.08 -0.14 -0.13
O -1.228 0.497 1.453 -0.11 0.12 0.23
H 4.383 -0.941 -1.853 0.00 0.00 0.00
H 5.004 0.211 -0.713 0.00 0.01 -0.01
H 2.382 2.000 2.223 -0.01 0.02 0.00
H 1.452 3.190 3.942 0.00 0.00 -0.01
H -0.462 3.880 5.336 -0.01 0.00 0.01
H -2.711 2.933 4.865 0.00 0.00 0.01
H -3.042 1.330 3.020 0.00 0.01 0.00
C -0.484 -2.015 5.346 -0.01 -0.01 -0.02
C -1.668 -2.387 4.721 0.00 0.00 0.01
C -1.760 -2.391 3.339 -0.07 0.06 0.01
C -0.655 -2.013 2.590 0.21 0.01 -0.14
C 0.537 -1.654 3.203 0.04 -0.02 -0.01
C 0.620 -1.656 4.586 -0.01 0.00 0.00
N -0.736 -1.970 1.157 -0.14 0.24 -0.35
N -1.506 -2.858 0.643 0.10 0.06 0.02
C -1.705 -2.662 -0.681 -0.08 -0.03 0.00
C -2.377 -3.630 -1.440 -0.03 -0.02 -0.02
C -2.547 -3.416 -2.779 -0.03 -0.06 -0.01
C -2.041 -2.236 -3.343 0.02 0.04 0.02
C -1.398 -1.326 -2.552 -0.03 -0.09 0.03
N -1.228 -1.510 -1.216 -0.02 0.22 0.03
H -0.421 -2.013 6.426 0.00 0.00 0.00
H -2.527 -2.671 5.312 0.00 0.00 0.00
H -2.678 -2.667 2.841 -0.01 0.00 0.00
H 1.404 -1.413 2.603 0.04 0.03 -0.03
H 1.551 -1.387 5.068 0.00 -0.01 0.00
H -2.727 -4.521 -0.939 0.00 0.01 0.01
H -3.055 -4.146 -3.393 0.00 0.01 -0.01
H -2.153 -2.029 -4.398 0.00 0.00 0.00
H -0.992 -0.417 -2.964 0.01 -0.01 -0.02
C -0.630 1.404 -1.059 -0.45 -0.56 0.10
C 0.551 2.111 -1.651 -0.04 -0.04 0.06
C 1.142 3.167 -0.962 0.04 0.07 0.01
C 2.208 3.868 -1.507 -0.02 -0.01 0.01
C 2.702 3.520 -2.754 -0.01 -0.01 -0.01
C 2.116 2.473 -3.457 0.00 0.01 0.01
C 1.054 1.778 -2.908 0.02 -0.03 -0.01
H -1.356 1.094 -1.807 -0.01 0.19 -0.06
H -1.147 2.022 -0.329 0.03 0.08 -0.03
H 0.749 3.454 0.007 0.00 0.01 0.00
H 2.646 4.692 -0.959 0.00 0.00 0.00
H 3.530 4.068 -3.184 0.00 0.00 0.00
H 2.485 2.205 -4.439 0.00 0.00 0.00
H 0.612 0.959 -3.465 0.01 0.00 -0.02
```
Forces are in eV/Å.

- Frontier orbital gap (alpha / beta): 5.668 / 6.022 eV
- Net charge: +1
- Energy relative to the best compared isomer or geometry (same formula, charge and spin): 9.9 kcal/mol
- Highest occupied orbital energy (alpha / beta): -10.78 / -10.55 eV
- E_LUMO (alpha / beta): -5.116 / -4.528 eV
- Multiplicity: 2
- Expectation value of S²: 1.17

=====

Record 2
Here is a structure of composition C26H24BN8ORuS from OMol25. Energies are from ωB97M-V/def2-TZVPD.

```
62
Properties=species:S:1:pos:R:3:forces:R:3
Ru 0.091 0.223 0.004 -0.07 0.19 0.21
C -3.640 -1.813 1.210 0.00 0.04 -0.08
C -2.242 -1.712 1.235 0.05 0.00 0.20
N -1.846 -0.572 0.681 -0.06 -0.21 -0.25
N -2.960 0.063 0.265 0.14 0.22 0.01
C -4.050 -0.655 0.580 -0.10 -0.03 -0.09
B -2.813 1.411 -0.494 -0.09 -0.14 0.12
N -2.000 2.363 0.399 0.04 -0.06 -0.13
C -2.407 3.415 1.130 0.05 0.01 0.01
C -1.347 3.826 1.912 -0.04 0.01 0.00
C -0.309 2.940 1.592 -0.06 -0.01 -0.09
N -0.716 2.067 0.676 0.10 -0.02 0.14
N -2.065 1.163 -1.807 -0.01 0.03 -0.18
C -2.456 1.472 -3.058 0.06 -0.08 0.08
C -1.460 1.083 -3.926 0.03 -0.03 -0.03
C -0.467 0.535 -3.100 -0.08 0.01 -0.02
N -0.844 0.590 -1.828 -0.17 0.05 -0.04
H -4.253 -2.614 1.586 -0.01 0.01 0.01
H -1.509 -2.396 1.636 0.06 0.00 -0.01
H -5.031 -0.297 0.315 0.00 0.01 0.04
H -3.890 1.884 -0.756 -0.06 -0.03 0.14
H -3.414 3.785 1.040 0.01 0.01 -0.01
H -1.324 4.642 2.613 0.00 0.01 0.00
H 0.691 2.868 1.983 -0.03 -0.01 0.04
H -3.413 1.936 -3.229 0.00 0.01 0.00
H -1.446 1.175 -4.998 0.00 0.00 0.00
H 0.486 0.111 -3.365 -0.01 0.04 -0.01
O 0.654 -2.756 2.409 -0.15 -0.06 -0.15
N 0.284 -1.978 3.373 0.05 0.05 -0.22
C -0.408 -2.522 4.400 -0.01 -0.07 0.13
C -0.814 -1.786 5.483 -0.04 0.01 0.03
C -0.512 -0.428 5.520 -0.01 0.02 0.02
C 0.165 0.123 4.456 -0.01 -0.02 -0.04
C 0.563 -0.631 3.344 -0.06 -0.05 -0.02
S 1.421 0.057 2.010 0.22 0.14 0.29
H -0.587 -3.580 4.281 0.01 0.01 0.00
H -1.364 -2.276 6.274 0.01 0.01 0.01
H -0.812 0.185 6.360 0.00 0.00 0.00
H 0.408 1.176 4.428 -0.02 0.01 0.00
N 0.860 -1.725 -0.406 -0.07 0.03 0.15
C 1.350 -1.959 -1.716 0.03 0.02 -0.02
C 0.861 -3.027 -2.456 -0.01 0.00 0.00
C 1.299 -3.254 -3.752 -0.01 0.01 0.01
C 2.241 -2.401 -4.304 0.01 0.02 0.01
C 2.717 -1.329 -3.561 0.00 -0.02 0.01
C 2.289 -1.072 -2.255 0.03 -0.01 -0.03
C 2.746 0.160 -1.550 0.01 0.00 0.00
C 4.052 0.587 -1.829 0.00 -0.02 0.00
C 4.526 1.811 -1.395 -0.02 -0.01 0.01
C 3.658 2.633 -0.688 -0.01 0.00 0.01
C 2.386 2.186 -0.369 -0.03 -0.01 0.07
C 1.874 0.921 -0.722 0.24 -0.02 -0.27
H 0.172 -2.416 -0.128 0.02 -0.09 0.00
H 1.586 -1.759 0.315 0.01 0.01 0.00
H 0.126 -3.683 -2.003 0.00 0.00 0.00
H 0.902 -4.085 -4.322 0.00 0.00 0.00
H 2.589 -2.551 -5.318 0.00 0.00 0.00
H 3.407 -0.635 -4.022 0.01 0.01 0.00
H 4.715 -0.066 -2.387 0.00 0.00 -0.02
H 5.544 2.116 -1.606 0.00 0.00 -0.01
H 3.981 3.617 -0.364 0.00 0.00 0.00
H 1.752 2.854 0.201 0.04 -0.01 -0.03
```
Forces are in eV/Å.

- Frontier orbital gap: 6.486 eV
- Net charge: -1
- Energy relative to the best compared isomer or geometry (same formula, charge and spin): 0.0 kcal/mol
- Highest occupied orbital energy: -3.66 eV
- E_LUMO: 2.824 eV

=====

Record 3
Here is a structure of composition C26H24BN9NbS2 in a non-equilibrium geometry from OMol25. Energies are from ωB97M-V/def2-TZVPD.

```
63
Properties=species:S:1:pos:R:3:forces:R:3
Nb 0.718 0.311 0.508 -0.99 -3.73 -0.31
C 2.057 3.009 -1.429 -0.07 -1.34 1.02
C 1.852 2.834 -2.824 -0.25 0.18 -0.38
C 1.665 1.577 -3.358 0.35 1.41 0.61
C 1.604 0.488 -2.472 -0.84 -2.36 0.18
N 1.869 0.645 -1.143 -0.49 0.40 -0.13
C 2.099 1.874 -0.597 0.28 1.79 -1.97
N 1.186 -0.711 -2.969 -0.35 0.18 1.35
C 0.888 -1.706 -2.138 1.10 0.06 0.26
N 0.835 -1.663 -0.731 -0.83 1.82 0.57
C 0.896 -2.961 -0.239 0.45 0.17 0.62
N 1.128 -3.331 0.993 -0.64 0.34 -1.31
C 1.547 -2.467 1.926 -0.17 0.12 1.07
C 1.768 -2.981 3.225 0.51 0.54 0.26
C 2.317 -2.165 4.189 0.05 0.19 0.04
C 2.855 -0.895 3.820 0.46 0.03 -0.62
C 2.632 -0.443 2.548 -0.25 -0.42 0.87
N 1.798 -1.140 1.708 -0.26 1.37 -1.16
C 0.875 -3.880 -1.357 0.93 -0.51 -1.40
C 1.262 -5.214 -1.426 -0.31 0.08 0.78
C 1.401 -5.834 -2.671 -0.11 0.35 -0.09
C 1.303 -5.079 -3.838 -0.56 0.32 0.19
C 1.068 -3.695 -3.799 0.12 0.16 1.01
C 0.869 -3.109 -2.539 -0.21 -0.48 -0.45
H 2.207 3.968 -0.977 0.22 0.47 -0.10
H 1.799 3.714 -3.480 0.12 -0.39 0.38
H 1.467 1.421 -4.406 0.05 -0.12 -0.10
H 2.596 1.884 0.366 0.20 0.34 0.47
H 1.566 -4.029 3.409 -0.22 0.10 0.00
H 2.390 -2.498 5.225 0.17 -0.02 -0.33
H 3.551 -0.327 4.436 -0.38 -0.28 0.18
H 3.112 0.459 2.146 -0.33 -0.20 0.27
H 1.482 -5.741 -0.501 -0.26 -0.11 -0.18
H 1.583 -6.905 -2.734 0.10 0.27 0.06
H 1.362 -5.572 -4.791 0.22 -0.09 -0.25
H 1.083 -3.077 -4.682 -0.03 -0.07 -0.17
C -3.515 -0.866 -2.163 0.17 -0.04 0.00
N -3.890 -0.021 -1.004 -0.64 -0.25 -0.22
C -5.195 0.167 -0.528 1.60 0.29 -0.10
C -5.079 1.018 0.537 0.46 0.11 -0.13
N -3.760 1.336 0.724 1.18 -0.46 -1.25
B -3.259 2.130 1.968 -1.27 -0.40 1.77
N -2.015 3.030 1.760 1.60 -0.83 0.09
C -1.991 4.323 1.330 1.03 0.21 0.35
C -0.725 4.834 1.483 -0.23 -1.36 -0.23
N 0.075 3.760 1.963 -1.04 0.77 0.07
C 1.448 3.852 2.499 -0.41 0.28 0.08
C -0.743 2.693 2.122 -1.01 1.07 -0.33
S -0.236 1.161 2.748 0.88 -0.91 -1.62
C -3.026 0.708 -0.247 -1.17 -0.09 0.70
S -1.326 0.832 -0.711 0.20 -0.16 0.53
H -4.408 -1.376 -2.510 -0.03 -0.06 0.13
H -2.748 -1.623 -1.889 -0.55 0.60 -0.03
H -3.158 -0.247 -2.994 0.01 -0.07 0.32
H -6.092 -0.234 -0.977 0.32 -0.19 -0.11
H -5.852 1.458 1.149 0.14 -0.11 0.05
H -4.242 2.748 2.345 0.65 0.23 -0.37
H -3.071 1.322 2.889 0.37 0.36 -0.74
H -2.896 4.757 0.970 -0.25 0.47 -0.07
H -0.365 5.813 1.205 0.26 -0.14 0.29
H 2.158 4.021 1.704 0.21 -0.01 -0.35
H 1.702 2.948 3.052 -0.16 0.10 -0.12
H 1.517 4.700 3.176 -0.11 0.00 0.04
```
Forces are in eV/Å.

- Frontier orbital gap: 5.093 eV
- Net charge: +3
- Highest occupied orbital energy: -16.77 eV
- E_LUMO: -11.681 eV